1.
Here is a cluster of 3 separate species, C13H35O12P3 in total in a non-equilibrium geometry from the Open Molecules 2025 dataset. Energies are from ωB97M-V/def2-TZVPD.

XYZ file:
```
63
Properties=species:S:1:pos:R:3:forces:R:3:mulliken_charge:R:1
C -1.944050 -4.709608 -1.608541 1.8 0.1 0.3 -0.83
C -1.500456 -3.815704 -2.878944 -2.4 -0.5 -1.2 0.69
O -2.228828 -3.783512 -3.891947 2.9 0.3 3.3 -0.55
O -0.300004 -3.079110 -2.715888 -2.1 -0.3 0.0 -0.35
C -0.545594 -1.645206 -2.675606 1.0 1.6 0.4 -0.11
C -1.459397 -1.161162 -1.453003 -0.6 0.8 -0.8 0.16
C -2.068136 0.287144 -1.888764 -0.3 -1.3 0.5 -0.75
C -3.375738 0.620814 -1.020078 2.1 0.8 0.2 -0.95
P -4.965167 -0.273788 -1.622947 -0.2 0.0 0.4 0.25
C -6.567509 -1.274590 -2.035826 -1.4 -1.4 0.5 -0.55
O -6.841798 -1.312532 -3.449485 2.4 1.3 0.6 -0.14
O -8.131227 -1.747453 -3.677804 -2.7 -1.0 0.0 -0.39
H -1.051183 -4.750786 -0.879373 -1.3 0.1 -1.1 0.28
H -2.793618 -4.224782 -1.018289 1.0 -0.7 -1.2 0.21
H -2.156574 -5.793535 -1.903779 0.0 1.8 0.2 0.32
H -0.901856 -1.227240 -3.689164 0.2 -1.0 1.6 0.34
H 0.496447 -1.153176 -2.509863 -1.7 -1.0 -0.3 -0.18
H -0.878102 -1.086698 -0.473525 -0.7 -0.1 -1.4 0.22
H -2.369443 -1.819301 -1.251813 1.3 0.5 -0.5 -0.06
H -1.227368 1.047761 -1.798289 -1.3 -0.7 -0.3 0.36
H -2.416855 0.152143 -2.972075 0.7 0.5 1.3 0.32
H -3.482768 1.760951 -1.006258 -0.1 -1.5 0.1 0.43
H -3.162598 0.277294 0.049172 -0.4 0.6 -1.2 0.37
H -5.083430 -0.829633 -0.281190 -0.2 0.0 -0.6 0.00
H -5.638932 0.975275 -1.864066 0.2 -0.5 -0.1 0.00
H -4.258953 -0.933358 -2.698974 -0.2 0.2 0.3 -0.02
H -7.458673 -0.860898 -1.424168 1.2 -0.3 -1.1 0.33
H -6.436004 -2.361203 -1.653309 0.0 1.4 -0.5 0.28
H -8.302469 -1.727726 -4.645060 0.9 0.3 0.7 0.30
C 2.984810 3.481490 -0.484285 -0.1 0.4 0.5 -0.69
O 3.040250 2.536911 -1.547834 0.2 -1.1 -0.7 -0.34
P 3.495043 1.052281 -1.170805 -0.4 -0.1 0.2 1.12
O 2.759897 0.443037 -0.043715 0.9 0.3 -0.9 -0.46
O 5.078679 1.176993 -0.943099 -0.7 -0.4 0.5 -0.36
C 5.835821 2.033599 -1.787823 0.4 0.4 -0.2 -0.72
O 3.380639 0.269073 -2.561772 -0.3 1.3 0.5 -0.42
C 3.680340 -1.118156 -2.548215 0.2 -0.7 -0.1 -0.72
H 3.274935 4.458361 -0.873129 0.0 -0.2 -0.1 0.26
H 1.965999 3.535520 -0.101261 0.1 -0.1 0.1 0.26
H 3.665672 3.212692 0.327337 -0.1 0.0 0.0 0.33
H 6.023608 2.971054 -1.258752 0.0 0.0 -0.1 0.26
H 5.322690 2.246013 -2.727328 0.0 0.0 0.1 0.33
H 6.792531 1.558304 -2.008234 -0.1 -0.1 0.1 0.28
H 3.835910 -1.494947 -1.534818 -0.1 0.0 -0.1 0.35
H 4.584706 -1.292886 -3.133787 -0.1 0.1 0.0 0.29
H 2.851882 -1.662664 -3.004072 0.0 0.1 0.1 0.22
C 1.051965 3.359117 6.248725 -0.4 0.3 0.2 -0.70
O 2.051680 2.556909 5.634825 0.5 -0.8 -0.6 -0.30
P 1.593799 1.653839 4.395656 0.0 0.1 -0.7 1.10
O 0.860029 2.373291 3.334763 0.2 -0.7 0.9 -0.66
O 0.770740 0.451820 5.070926 -0.2 0.6 -0.5 -0.29
C 1.220537 -0.088706 6.305283 0.1 -0.2 0.4 -0.69
O 2.957973 0.964699 3.931988 -0.4 1.0 1.1 -0.34
C 2.901789 0.112875 2.789839 0.1 -0.5 -0.4 -0.60
H 1.258077 3.411350 7.318609 0.1 -0.1 -0.1 0.25
H 1.085336 4.363709 5.827268 -0.1 -0.1 0.0 0.26
H 0.054282 2.936393 6.105742 0.0 0.1 0.0 0.35
H 0.617461 0.332923 7.113368 0.1 0.0 0.0 0.26
H 2.274210 0.126918 6.491096 -0.1 0.0 0.0 0.34
H 1.079284 -1.170270 6.290810 0.0 0.1 -0.1 0.27
H 1.926913 0.142869 2.300947 0.2 0.1 0.0 0.38
H 3.110684 -0.912449 3.103088 0.0 0.1 0.1 0.26
H 3.662108 0.427656 2.077518 -0.2 0.0 0.2 0.12
```
Positions in Å, forces in eV/Å.

Values from the calculation:
- Strongest force on any atom: 4.38 eV Å⁻¹
- LUMO energy: 0.026 Ha
- Multiplicity: 1
- M: 476.3 g/mol
- Kohn-Sham gap: 9.166 eV
- HOMO level: -8.5 eV
- SMILES: CC(=O)OCCCC[PH3]COO.COP(=O)(OC)OC.COP(=O)(OC)OC

=====

2.
Here is a structure of composition C23H49N3P4SeTi in a non-equilibrium geometry from the Open Molecules 2025 dataset. Energies are from ωB97M-V/def2-TZVPD.

XYZ file:
```
81
Properties=species:S:1:pos:R:3:forces:R:3:mulliken_charge:R:1
Ti 0.053319 0.021435 -0.638613 2.3 -0.3 -0.4 -2.32
P -2.542482 -0.163345 -0.829077 -2.0 0.0 0.3 1.17
P 0.106042 -2.548488 -0.568397 0.0 -1.7 0.1 1.71
P -0.061937 2.584699 -0.718645 0.0 1.3 0.2 1.29
H 2.990425 -0.962386 -1.777563 -1.5 0.9 0.7 0.65
C 2.317738 -0.117308 -1.375755 0.5 -1.2 0.0 -0.77
C 2.171080 0.015750 0.086472 -0.6 -0.3 -0.7 -1.43
H 2.251232 -0.858033 0.771561 0.4 0.5 -0.9 0.66
C -3.345001 -0.282104 -2.484944 0.6 0.1 -0.1 -1.41
C -3.419444 -1.539235 0.017508 0.3 -0.3 0.1 -1.43
C -3.517957 1.223384 -0.126384 0.1 0.3 0.1 -1.31
C 1.751691 -3.337986 -0.471674 0.1 0.1 0.0 -1.43
C -0.740114 -3.635130 0.637719 -0.2 0.1 0.2 -1.50
C -0.544759 -3.231726 -2.136531 0.0 0.4 -0.2 -1.23
C 1.600960 3.338668 -0.660614 0.0 0.0 -0.1 -1.41
C -0.955452 3.571908 0.544401 -0.1 -0.1 0.1 -1.20
C -0.758826 3.160280 -2.300718 0.0 -0.1 -0.3 -0.88
H 2.652456 0.788742 -1.906290 -0.3 -0.1 0.5 0.66
H 2.616103 0.919435 0.502104 -0.4 -0.1 0.0 0.54
H -4.433023 -0.437091 -2.388379 0.5 0.1 0.1 0.54
H -2.894277 -1.107655 -3.044531 -0.2 0.0 0.0 0.38
H -3.144915 0.637357 -3.051227 -0.2 -0.2 0.1 0.38
H -4.501667 -1.382267 -0.065747 0.3 0.1 0.0 0.61
H -3.150559 -1.605519 1.077035 -0.1 0.1 -0.1 0.33
H -3.180648 -2.497260 -0.448312 -0.1 0.1 0.0 0.46
H -4.590064 1.017226 -0.247170 0.3 0.0 0.0 0.64
H -3.290583 2.149733 -0.657864 -0.1 -0.1 0.0 0.38
H -3.310065 1.380663 0.938025 -0.1 -0.1 -0.3 0.31
H 1.614990 -4.364508 -0.835869 0.2 0.2 0.1 0.55
H 2.100244 -3.375598 0.566395 -0.1 0.0 -0.2 0.38
H 2.497051 -2.829539 -1.081104 0.0 -0.2 0.0 0.27
H -0.878468 -4.602160 0.138453 0.0 0.1 0.2 0.52
H -1.714711 -3.252962 0.935255 0.1 -0.1 0.0 0.25
H -0.134459 -3.782182 1.536727 0.0 0.0 -0.2 0.55
H -0.186967 -4.255962 -2.289005 -0.1 0.2 0.1 0.55
H -0.221574 -2.600487 -2.971975 -0.1 -0.3 0.0 0.23
H -1.638319 -3.232117 -2.107833 0.1 0.0 -0.1 0.32
H 1.512270 4.385225 -0.971301 0.1 -0.1 0.1 0.52
H 2.289553 2.828354 -1.330977 0.0 0.1 -0.1 0.33
H 2.011381 3.298718 0.351494 -0.1 0.0 -0.1 0.36
H -0.948047 4.638481 0.283389 0.1 -0.3 -0.1 0.61
H -0.502260 3.457007 1.535716 0.0 0.0 -0.3 0.34
H -1.993654 3.241231 0.610187 0.1 0.1 0.0 0.24
H -0.505679 4.208253 -2.512449 -0.1 -0.2 0.2 0.52
H -1.847688 3.040287 -2.285831 0.1 0.1 0.0 0.28
H -0.373369 2.525556 -3.112783 -0.1 0.5 0.2 0.22
C 1.252870 0.090131 -4.919590 0.3 -0.1 0.6 0.83
C 2.643605 -0.127995 -4.699845 1.0 0.0 -0.8 -0.02
C 3.566417 -0.091710 -5.783088 -0.7 -0.2 1.4 -0.77
C 3.122609 0.121411 -7.098256 -0.8 0.2 0.1 -0.41
C 1.742431 0.375605 -7.317595 -0.5 0.0 0.6 -0.71
C 0.823610 0.357937 -6.254094 -0.1 0.1 -0.5 -0.53
Se -0.110874 0.066729 -3.538980 -0.1 0.0 -2.1 -0.04
H 1.127944 -0.335686 -2.176661 1.8 0.2 1.3 -0.09
H 2.999099 -0.341310 -3.688360 0.0 0.1 -0.7 0.17
H 4.637952 -0.239206 -5.592044 -0.6 0.0 0.0 0.42
H 3.824237 0.095112 -7.948491 -0.4 0.1 0.6 0.43
H 1.381463 0.590993 -8.329894 0.1 -0.1 0.5 0.41
H -0.250714 0.542603 -6.405674 0.6 -0.1 -0.2 0.40
C 1.277745 -0.181744 4.774469 -0.6 0.7 -0.1 -0.87
N 1.116397 1.188748 4.175092 0.5 -1.2 0.4 0.16
C -0.156321 1.753618 4.597730 -0.4 -0.4 0.3 -1.11
N -1.327740 0.932805 4.231919 0.3 -0.6 0.0 0.21
C -1.140542 -0.392502 4.852838 -0.2 -0.1 0.4 -0.89
N 0.125597 -1.060698 4.473281 0.0 1.2 -0.9 0.22
C 0.094011 -1.307424 3.041255 0.4 -0.8 -0.5 -1.62
P -0.031821 0.202965 1.926775 -0.4 0.1 0.4 2.89
C 1.328312 1.209693 2.744370 -0.4 0.0 0.1 -1.19
C -1.536515 0.906948 2.785015 0.2 -0.1 0.1 -1.22
H 1.357276 -0.061280 5.866604 0.1 -0.1 -0.5 0.31
H 2.167970 -0.646545 4.350359 0.1 0.1 0.3 0.39
H -0.276600 2.703031 4.080618 0.0 0.4 0.5 0.47
H -0.154030 1.796703 5.714530 0.0 0.5 -1.0 0.33
H -1.962727 -1.072528 4.566945 0.2 0.4 0.3 0.38
H -1.127754 -0.244427 5.954391 -0.1 -0.2 -0.7 0.31
H 1.011283 -1.826848 2.736355 -0.1 -0.1 0.1 0.46
H -0.754336 -1.950783 2.791003 0.1 0.0 0.1 0.38
H 1.253257 2.242687 2.379270 0.2 -0.1 0.1 0.33
H 2.316562 0.799831 2.469297 -0.5 0.2 0.4 0.59
H -2.422970 0.316028 2.479590 0.4 0.2 0.5 0.52
H -1.675772 1.925266 2.427591 -0.2 0.0 0.1 0.39
```
Positions in Å, forces in eV/Å.

Values from the calculation:
- Strongest force on any atom: 2.37 eV Å⁻¹
- LUMO energy (alpha / beta): -0.372 / -0.433 Ha
- Net charge: +3
- Multiplicity: 2
- M: 618.4 g/mol
- Kohn-Sham gap (alpha / beta): 5.809 / 4.151 eV
- HOMO level (alpha / beta): -15.9 / -15.9 eV

=====

3.
Here is a structure of composition C14H25ClO4P2Ti in a non-equilibrium geometry from the Open Molecules 2025 dataset. Energies are from ωB97M-V/def2-TZVPD.

XYZ file:
```
47
Properties=species:S:1:pos:R:3:forces:R:3:mulliken_charge:R:1
C 4.606018 -0.287038 0.735705 1.1 0.6 -0.3 -0.42
C 4.386888 1.137634 0.009161 0.0 -0.5 -0.3 -0.56
C 2.867629 1.398802 -0.505320 1.0 -0.1 -0.8 -0.85
C 1.785911 0.402011 0.135903 -0.7 0.0 1.1 -1.21
C 0.224220 0.776570 -0.257908 1.6 -0.9 1.2 0.53
C -0.045591 2.014809 0.769792 0.0 -0.2 -0.5 -0.50
C -0.761390 1.530201 2.164512 -5.3 5.7 0.2 0.45
O -1.692846 2.188750 2.704457 5.7 -4.3 -2.8 -0.40
Cl -0.247021 0.002659 3.113313 0.7 -0.4 -0.2 -0.17
O 0.344559 1.046524 -1.676046 0.5 -0.7 -0.4 -0.37
C 0.605451 -0.233055 -2.353028 1.9 -0.9 -1.0 0.16
O 1.457730 -0.443926 -3.248069 -4.3 1.5 4.4 -0.49
C -0.428919 -1.207723 -1.593761 -0.2 1.2 0.5 -0.04
P -0.021492 -3.047664 -1.342769 -1.4 -1.0 -1.1 -0.01
C 1.122003 -3.324864 0.163285 -0.3 -0.2 0.1 -0.30
O -1.531699 -3.739696 -0.817559 1.8 1.5 -0.5 -0.53
C -0.876286 -0.404214 -0.220551 1.6 -1.1 -1.1 0.22
P -2.709434 -0.039272 -0.583083 -1.2 0.4 0.4 0.01
C -3.650080 -0.888675 0.872957 -0.2 -0.5 -0.2 -0.96
C -3.130149 1.804103 -0.523093 -1.0 1.5 0.9 -0.28
C -4.734407 1.914990 -0.856545 0.6 -1.2 0.1 -1.04
H 5.716137 -0.365772 1.072072 -2.0 0.1 -0.4 0.42
H 4.434006 -1.171387 0.021785 0.0 1.3 1.1 0.18
H 3.968639 -0.325967 1.696154 0.6 -0.3 -0.9 -0.13
H 4.701473 2.004350 0.688205 -0.3 -1.4 -0.9 0.33
H 5.080411 1.133627 -0.922465 -1.2 0.1 1.7 0.31
H 2.623718 2.498323 -0.287552 0.0 -1.7 -0.2 0.27
H 2.908231 1.311940 -1.664243 -0.6 -0.1 2.1 0.34
H 1.839308 0.578879 1.299498 0.1 -0.4 -1.3 0.68
H 2.041444 -0.706445 -0.044684 -0.2 1.3 -0.2 0.41
H -0.667107 2.821939 0.242646 0.4 -1.3 1.3 0.45
H 0.934047 2.533706 1.110401 -1.6 -1.0 -0.6 0.43
H -1.374854 -1.123067 -2.251719 1.4 -0.7 0.7 0.68
H 1.013499 -2.469361 0.964788 -1.3 -2.1 -2.9 -0.38
H 2.190094 -3.386328 -0.256426 -1.5 0.1 0.9 0.45
H 0.752410 -4.281780 0.675516 0.7 1.2 -0.7 0.62
H -2.094654 -3.933869 -1.604015 0.6 0.1 0.6 0.35
H -0.808551 -1.227456 0.587841 0.0 1.7 -0.7 0.17
H -4.194584 -1.786390 0.380494 1.0 1.5 0.9 0.32
H -4.457610 -0.217466 1.330924 1.4 -0.9 -0.5 0.39
H -2.911112 -1.301953 1.648453 -1.2 0.7 -0.9 0.23
H -2.545435 2.443035 -1.279729 -0.7 -1.3 0.9 0.35
H -3.001723 2.306619 0.503688 0.0 -0.8 -1.4 0.15
H -5.327786 1.388669 -0.016290 0.9 1.0 -1.3 0.26
H -4.906518 1.285588 -1.806421 0.0 1.3 1.3 0.35
H -5.084493 3.000380 -0.947790 0.6 -1.7 0.0 0.35
Ti 1.599917 -1.610739 2.167516 1.2 2.7 1.7 0.77
```
Positions in Å, forces in eV/Å.

Values from the calculation:
- Strongest force on any atom: 7.77 eV Å⁻¹
- LUMO energy: -0.352 Ha
- Net charge: +2
- Multiplicity: 1
- M: 402.6 g/mol
- Kohn-Sham gap: 4.431 eV
- HOMO level: -14.0 eV

=====

4.
Here is a cluster of 2 separate species, BrClFNO in total in a non-equilibrium geometry from the Open Molecules 2025 dataset. Energies are from ωB97M-V/def2-TZVPD.

XYZ file:
```
5
Properties=species:S:1:pos:R:3:forces:R:3:mulliken_charge:R:1
N -0.453828 0.248167 0.675582 3.4 -1.1 -0.2 0.08
O 0.997635 -0.586700 -0.605945 -2.3 0.5 1.5 -0.28
F -0.651007 -0.935689 1.289401 -0.5 0.0 0.0 -0.08
Cl 1.967708 0.585330 -1.058455 0.5 0.6 -0.3 0.09
Br -1.860509 0.688892 -0.300583 -1.2 0.1 -1.0 0.19
```
Positions in Å, forces in eV/Å.

Values from the calculation:
- Strongest force on any atom: 3.63 eV Å⁻¹
- LUMO energy: -0.095 Ha
- Multiplicity: 1
- M: 164.4 g/mol
- Kohn-Sham gap: 7.136 eV
- HOMO level: -9.7 eV

=====

5.
Here is a cluster of 2 separate species, C2H12N5 in total in a non-equilibrium geometry from the Open Molecules 2025 dataset. Energies are from ωB97M-V/def2-TZVPD.

XYZ file:
```
19
Properties=species:S:1:pos:R:3:forces:R:3:mulliken_charge:R:1
N 0.604509 -1.392627 0.913321 1.0 0.3 -1.6 -0.25
C 1.380839 -1.423157 -0.179483 0.1 0.0 0.1 0.48
N 2.230972 -2.465300 -0.368390 -1.3 -0.2 2.2 -0.42
N 1.348709 -0.435032 -1.098989 -0.2 -0.7 0.5 -0.27
H -0.094445 -0.665516 0.963701 -0.4 0.4 0.0 0.28
H 0.527402 -2.228729 1.433658 -0.1 -0.6 0.7 0.23
H 3.004479 -2.298960 -0.936872 1.3 0.2 -1.2 0.25
H 2.463647 -3.032364 0.469827 -0.4 0.6 -1.0 0.26
H 0.598742 0.264589 -0.987560 1.1 -0.8 -0.4 0.40
H 1.845265 -0.598665 -1.978467 -0.5 0.4 0.5 0.24
N -0.838098 0.975395 0.039502 0.6 0.6 0.6 -0.80
C -1.963937 1.621131 0.739045 -0.7 0.2 0.6 -0.62
N -2.565037 2.777660 0.081093 0.3 -1.0 -0.7 -0.58
H -1.142601 0.720598 -0.879433 -0.5 -0.1 -0.7 0.29
H -0.104899 1.684468 -0.088084 -0.4 -0.1 0.1 0.29
H -2.752646 0.856679 0.858345 0.4 0.3 0.0 0.36
H -1.611603 1.905514 1.753870 -0.2 -0.1 -0.7 0.36
H -1.865857 3.489902 -0.056456 0.1 0.4 0.2 0.26
H -2.836293 2.493963 -0.875650 -0.1 0.3 0.7 0.26
```
Positions in Å, forces in eV/Å.

Values from the calculation:
- Strongest force on any atom: 2.61 eV Å⁻¹
- LUMO energy: -0.110 Ha
- Net charge: +1
- Multiplicity: 1
- M: 106.2 g/mol
- Kohn-Sham gap: 9.948 eV
- HOMO level: -12.9 eV

=====

6.
Here is a cluster of 2 separate species, C4H14NO2 in total in a non-equilibrium geometry from the Open Molecules 2025 dataset. Energies are from ωB97M-V/def2-TZVPD.

XYZ file:
```
21
Properties=species:S:1:pos:R:3:forces:R:3:mulliken_charge:R:1
C -0.756034 -0.070317 0.950778 1.0 0.0 -0.3 -0.45
O 0.057897 -0.670696 1.966416 -0.6 0.1 -0.1 -0.58
C 0.133945 -0.001430 -0.331670 -0.5 0.9 -2.4 0.12
C 0.593152 1.354544 -1.022965 -0.2 1.2 2.0 -0.50
C 0.227541 2.671250 -0.267326 -0.5 -0.2 -1.4 -0.99
N 1.379121 -0.784739 -0.117489 -1.5 -2.6 1.3 -0.39
H -1.688544 -0.644716 0.820481 0.5 0.2 -0.3 0.36
H -0.972807 0.949163 1.224835 -0.5 0.1 0.3 0.25
H -0.558304 -0.871885 2.677064 0.4 -0.1 0.4 0.33
H -0.446225 -0.436274 -1.168272 0.5 -0.5 0.8 0.31
H 1.688849 1.456542 -1.151568 -0.6 -0.9 -0.5 0.32
H 0.000640 1.420660 -1.912404 0.5 -0.3 -0.9 0.27
H -0.446586 2.396451 0.527988 0.1 0.9 0.5 0.27
H 1.062065 3.315962 -0.027472 0.3 -0.4 0.8 0.32
H -0.305900 3.298034 -0.993239 -0.3 -0.2 0.4 0.29
H 1.763185 -0.418032 0.766360 0.8 -0.3 -0.6 0.35
H 1.972028 -1.038443 -0.903928 0.4 1.3 -0.2 0.34
H 1.054387 -1.742447 0.130325 0.0 0.4 0.4 0.34
H -2.028965 -3.408474 0.177985 0.2 1.2 0.7 0.32
H -1.388449 -3.780965 -0.963460 0.9 0.8 -0.7 0.29
O -1.340995 -2.994190 -0.382438 -1.0 -1.8 0.0 -0.58
```
Positions in Å, forces in eV/Å.

Values from the calculation:
- Strongest force on any atom: 3.28 eV Å⁻¹
- LUMO energy: -0.116 Ha
- Net charge: +1
- Multiplicity: 1
- M: 108.2 g/mol
- Kohn-Sham gap: 11.587 eV
- HOMO level: -14.8 eV

=====

What is the formula in the fourth record? BrClFNO